Record 1
The following is a quantum chemistry calculation of a gas-phase ion, C9H10NS (charge +1), from the OMol25 dataset.

XYZ file:
```
21
Properties=species:S:1:pos:R:3:forces:R:3:mulliken_charge:R:1
C -2.49053 -0.05683 0.83660 -0.2 -0.1 -0.2 0.0570
N -2.14351 1.15629 0.53187 -0.1 -0.1 0.2 -0.0223
C -1.68454 1.31205 -0.85382 0.8 0.5 -0.2 -0.9372
C -1.02355 -0.01802 -1.16419 -0.1 0.0 0.3 0.0789
C 0.30158 -0.25684 -0.45342 0.0 -0.2 -0.2 0.8036
C 1.02187 0.75690 0.16527 -0.2 0.1 0.0 -0.1913
C 2.24557 0.48927 0.76475 0.0 0.0 0.0 -0.7947
C 2.75762 -0.79752 0.75026 0.1 0.2 0.1 -0.4247
C 2.04282 -1.81564 0.13597 0.1 -0.2 0.0 -0.6254
C 0.82737 -1.55101 -0.46526 0.0 0.1 -0.1 -0.5909
S -2.27339 -1.19513 -0.38999 0.4 -0.1 -0.1 -0.0190
H -2.88342 -0.33708 1.80752 -0.1 0.2 -0.1 0.4283
H -2.21023 1.92635 1.18409 0.0 0.0 0.0 0.2658
H -2.51318 1.58521 -1.51055 -0.1 -0.3 0.1 0.3282
H -0.94844 2.11260 -0.92625 -0.1 0.0 0.1 0.3848
H -0.89977 -0.19726 -2.23110 -0.4 -0.1 0.0 0.5663
H 0.64524 1.77213 0.18345 0.1 0.0 0.0 0.1952
H 2.78210 1.30086 1.24193 0.0 -0.1 0.0 0.3868
H 3.71634 -1.00468 1.20918 -0.1 0.0 0.0 0.3972
H 2.44293 -2.82349 0.13402 -0.1 0.1 -0.1 0.3835
H 0.28710 -2.35818 -0.95032 0.0 0.0 0.0 0.3296
```
Forces are in eV/Å.

Frontier orbital gap, eV: 8.3
Net charge: +1
Energy relative to the best compared isomer or geometry (same formula, charge and spin), kJ/mol: 10.7
E, eV: -21813.8617
LUMO energy, hartree: -0.1665
2S+1: 1

---

Record 2
The following is a quantum chemistry calculation of 2 unconnected molecules or ions with the total composition C5H8S, from the OMol25 dataset.

XYZ file:
```
14
Properties=species:S:1:pos:R:3:forces:R:3:mulliken_charge:R:1
C 0.70517 -1.10395 0.32567 1.2 -1.9 -0.8 -0.5829
C 0.28654 -1.20136 1.45350 0.3 1.6 0.1 0.3215
C 0.50265 1.47129 -1.59240 -0.3 -1.8 0.7 -0.1981
C 0.40341 0.12960 -2.25943 1.2 1.1 1.5 -0.7623
C -0.50698 -0.76085 2.59831 -0.7 0.3 -2.8 -1.1380
S -1.21867 0.79157 -1.80845 0.6 -1.2 1.7 -0.0564
H 1.16942 -1.38653 -0.63036 -0.6 0.7 0.8 0.4436
H -1.08282 -0.12563 -0.71184 -1.0 1.3 -0.8 0.1983
H 0.83155 1.41375 -0.55451 -0.4 0.1 0.2 0.2001
H 0.61130 2.46801 -1.97745 0.0 0.3 -0.8 0.3346
H 0.65756 0.16635 -3.24963 -0.1 0.3 -2.9 0.2473
H -0.11269 -0.43827 3.48818 1.7 0.2 2.0 0.3837
H -1.04253 0.09659 2.20428 -0.4 0.2 0.1 0.2899
H -1.20391 -1.52057 2.71414 -1.6 -1.3 0.9 0.3186
```
Forces are in eV/Å.

Frontier orbital gap, eV: 8.0
Energy relative to the best compared isomer or geometry (same formula, charge and spin), kJ/mol: 601.0
E, eV: -16143.4089
LUMO energy, hartree: 0.0214
2S+1: 1

---

Record 3
The following is a quantum chemistry calculation of a molecular structure, C27H32IrN4O4P, from the OMol25 dataset.

XYZ file:
```
69
Properties=species:S:1:pos:R:3:forces:R:3:mulliken_charge:R:1
Ir -0.35047 0.45036 -0.72463 0.3 0.1 -1.1 2.3939
C -1.41002 4.58968 -0.85148 -0.1 0.0 0.0 -1.7003
C -1.33266 3.11156 -0.76829 -0.6 -0.3 -0.1 1.1927
N -0.23330 2.44577 -0.68816 0.0 0.6 0.1 0.2988
N 1.01461 3.02594 -0.69980 -0.2 -0.6 0.1 -1.1113
C 1.91743 2.06785 -0.74415 0.0 0.4 0.0 0.2356
O 1.62054 0.77798 -0.77312 0.1 -0.3 -0.2 -0.5631
C 3.34046 2.41847 -0.78430 -0.1 -0.2 0.0 0.5611
C 4.29042 1.39925 -0.86441 0.1 0.0 0.0 -0.2788
C 5.63788 1.71323 -0.90006 -0.1 0.0 0.0 -0.7535
C 6.03595 3.04254 -0.85417 0.1 0.0 0.0 -0.3780
C 5.09309 4.05884 -0.77344 -0.1 0.0 0.0 -0.7620
C 3.74403 3.75228 -0.73888 0.1 0.1 0.0 -0.3239
C -2.56434 2.24133 -0.78656 0.6 0.4 0.1 0.5006
C -3.82239 2.77693 -0.84531 -0.5 0.0 0.0 -0.8163
C -4.93188 1.92338 -0.85728 0.1 0.3 0.0 -0.5118
C -4.72944 0.56568 -0.81454 0.0 -0.3 0.0 -1.1394
C -3.42795 0.07661 -0.77208 0.0 0.1 0.0 0.0792
N -2.37562 0.89016 -0.75825 0.0 -0.1 -0.1 -0.0936
H -0.41324 5.01503 -0.81939 0.0 0.0 0.0 0.3462
H -1.99868 4.97827 -0.01738 0.0 0.0 0.0 0.4180
H -1.90391 4.90027 -1.77475 0.0 0.0 0.0 0.3988
H 3.96932 0.36738 -0.89688 0.0 0.0 0.0 0.3575
H 6.37850 0.92768 -0.96359 0.0 0.0 0.0 0.4338
H 7.08962 3.28786 -0.88231 0.0 0.0 0.0 0.4132
H 5.41204 5.09137 -0.73799 0.0 0.0 0.0 0.4142
H 3.00585 4.53959 -0.68055 0.0 0.0 0.0 0.4764
H -3.95014 3.84956 -0.88208 0.0 0.0 0.0 0.4792
H -5.93143 2.33464 -0.90093 0.0 0.0 0.0 0.4607
H -5.55585 -0.13074 -0.82151 0.0 0.0 0.0 0.4766
H -3.20949 -0.98085 -0.77256 0.0 0.0 0.0 0.6388
N -0.44069 0.21677 1.14337 0.0 -0.1 0.8 -1.7390
C -0.39429 0.19099 2.28751 -0.1 0.2 0.4 1.5320
C -0.34370 0.14107 3.71523 0.0 -0.1 -0.3 0.0817
C 0.89422 -0.04448 4.33460 0.1 0.0 0.1 -0.3820
C 0.93788 -0.12192 5.71411 0.0 0.0 0.0 -0.7445
C -0.23569 -0.01858 6.45222 0.0 0.0 0.0 -0.3461
C -1.46232 0.17391 5.82542 0.0 0.0 0.0 -0.6998
C -1.52726 0.25434 4.44747 -0.1 0.0 0.1 -0.5289
H 1.79875 -0.11832 3.74538 0.0 0.0 0.0 0.5141
H 1.88553 -0.26091 6.21530 0.0 0.0 0.0 0.4287
H -0.19414 -0.09005 7.53126 0.0 0.0 0.0 0.4238
H -2.36518 0.26154 6.41363 0.0 0.0 0.0 0.4230
H -2.47360 0.40562 3.94521 0.0 0.0 0.0 0.4824
C -1.45947 -3.21965 1.22729 0.0 0.0 0.0 -0.8293
C 0.00853 -2.99612 0.96351 0.1 0.0 -0.1 -0.2091
O 0.31222 -2.90048 -0.46023 0.0 0.0 0.2 -0.3669
P -0.25782 -1.76159 -1.38675 0.0 0.1 0.1 0.4199
O 0.69282 -1.80190 -2.63508 0.1 0.0 -0.1 -0.2807
C 2.16013 -1.86705 -2.54680 0.0 0.0 0.0 -0.0273
C 2.61842 -3.21086 -3.04340 0.0 -0.1 0.0 -1.3621
O -1.64394 -2.20558 -1.98114 0.0 0.0 0.1 -0.2230
C -1.75673 -3.40921 -2.82649 0.0 0.0 0.0 -0.1719
C -3.06769 -4.08283 -2.53073 -0.1 0.0 0.0 -1.1756
H -1.60964 -3.41725 2.28946 0.0 0.0 0.0 0.4637
H -1.82660 -4.08005 0.66879 0.0 0.0 0.0 0.2187
H -2.06045 -2.34679 0.96093 0.0 0.0 0.0 0.1551
H 0.60952 -3.83173 1.30781 0.0 -0.1 0.0 0.4389
H 0.37984 -2.08972 1.44199 0.0 -0.1 0.0 0.1042
H 2.46209 -1.68420 -1.51564 0.0 0.0 0.0 0.2143
H 2.51873 -1.04918 -3.16629 0.0 0.0 0.0 0.4080
H 2.24567 -4.01461 -2.40844 0.0 0.0 0.0 0.2941
H 3.70836 -3.24603 -3.03399 0.0 0.0 0.0 0.4113
H 2.28213 -3.38126 -4.06552 0.0 0.0 0.0 0.3392
H -0.90554 -4.05735 -2.61979 0.0 0.0 0.0 0.3200
H -1.69005 -3.06581 -3.85581 0.0 0.0 0.0 0.3204
H -3.08628 -4.50933 -1.52808 0.0 0.0 0.0 0.2397
H -3.22770 -4.88980 -3.24574 0.0 0.0 0.0 0.4254
H -3.89501 -3.37958 -2.63174 0.0 0.0 0.0 0.2849
```
Forces are in eV/Å.

Frontier orbital gap, eV: 6.2
Net charge: +2
Energy relative to the best compared isomer or geometry (same formula, charge and spin), kJ/mol: 44.6
E, eV: -54784.6022
LUMO energy, hartree: -0.2753
2S+1: 1

---

Record 4
The following is a quantum chemistry calculation of a molecular structure, C61H35Cl4N5OS3Tc, from the OMol25 dataset.

XYZ file:
```
110
Properties=species:S:1:pos:R:3:forces:R:3:lowdin_spin:R:1
Tc 0.80301 -0.20852 0.45712 0.8 -1.8 1.1 1.3554
Cl 2.07823 -0.69465 10.02024 0.2 0.0 0.2 0.0008
C 1.82828 -0.59264 8.32916 -1.0 0.6 -2.0 0.0022
C 1.25592 -1.66384 7.61959 1.0 1.1 0.0 -0.0005
C 1.11535 -1.57952 6.22008 -0.1 -1.2 1.0 0.0021
C 1.29201 -0.41738 5.49081 0.3 0.6 1.1 0.0013
C 1.69268 0.70013 6.26010 0.5 0.1 0.2 0.0028
C 2.05049 0.61629 7.60752 0.0 -0.8 0.3 -0.0005
C 1.10703 -0.31396 4.03696 0.0 1.0 -1.4 0.0186
C 1.98949 0.51512 3.27907 0.3 0.1 -0.9 0.0158
C 3.16804 1.17971 3.70285 0.4 0.2 -0.7 0.0543
C 3.74695 1.82172 2.59618 -0.7 -0.3 0.5 0.0227
C 2.93495 1.55400 1.48525 -2.0 -1.7 1.3 0.0883
C 3.17858 1.75769 0.05070 -0.8 1.5 0.1 0.2785
C 2.75970 2.89286 -0.65682 -2.0 -1.8 3.6 -0.0619
C 1.41433 3.53983 -0.20682 1.0 0.6 0.3 0.0075
C 1.22991 4.76741 -0.99755 0.3 2.3 -2.3 -0.1239
C 2.07500 5.25209 -1.98626 -1.8 -0.5 2.0 0.0126
Cl 1.58350 6.60648 -2.98198 0.2 -0.2 0.4 0.0150
C 3.34688 4.67611 -2.19415 0.3 -1.5 0.1 -0.1742
C 3.57919 3.43863 -1.58847 1.6 2.1 -3.7 0.0714
C 3.52829 0.56422 -0.64802 0.9 -4.0 -1.6 0.1851
N 2.55869 -0.47587 -0.63940 1.7 1.5 -0.2 0.0231
C 3.11866 -1.58847 -1.25408 -1.0 -0.6 0.7 0.0558
C 2.27486 -2.80976 -1.47643 2.7 2.3 0.1 0.2119
C 2.85505 -4.15057 -1.45593 -0.2 0.3 -0.7 0.0093
C 2.28052 -5.23301 -2.12762 -0.2 -0.5 0.0 0.0459
C 2.84007 -6.51247 -2.03474 0.3 -0.3 -0.6 -0.0073
C 4.04651 -6.68967 -1.35472 -0.3 0.7 0.8 0.0478
Cl 4.79481 -8.26656 -1.14604 -0.4 0.5 -0.3 0.0130
C 4.60463 -5.60616 -0.64469 0.1 -1.2 -0.4 -0.0094
C 4.00235 -4.36907 -0.67434 0.0 0.2 0.0 0.0380
C 0.91272 -2.50605 -1.57413 -1.9 1.2 4.9 0.0770
C -0.01165 -2.42568 -2.67042 -1.0 0.4 -1.4 0.0100
C -1.39878 -2.20616 -1.96173 -0.5 0.1 -2.3 0.0008
C -1.13874 -2.21732 -0.52341 -0.9 0.1 2.4 -0.0370
N 0.22155 -2.01641 -0.38648 2.4 -1.7 -3.4 0.0952
C -1.98230 -2.17441 0.61152 2.1 -0.2 -2.4 0.0534
C -1.45982 -1.74740 1.88685 2.3 0.7 1.1 -0.0092
C -1.92869 -2.16830 3.14709 0.4 0.1 0.4 0.0040
C -1.04842 -1.64493 4.10421 -0.4 -0.3 -0.8 -0.0140
C 0.00781 -0.93937 3.41423 -1.6 -0.7 1.0 0.0042
N -0.29510 -0.96823 2.07828 -1.3 -0.8 -1.4 0.0233
C -3.36556 -2.57529 0.48888 -2.5 0.5 -0.3 0.0003
C -4.35917 -1.87625 1.25128 0.2 -1.1 -1.0 0.0108
C -5.70002 -1.98483 0.92594 -0.6 -0.6 0.4 -0.0029
C -6.09874 -2.89851 -0.07530 0.3 1.3 0.2 0.0144
Cl -7.70237 -2.66483 -0.71549 -0.1 -0.6 0.2 0.0038
C -5.19341 -3.74668 -0.70705 -0.7 0.4 0.2 -0.0020
C -3.84081 -3.51472 -0.46829 0.6 -0.4 0.8 0.0119
C 4.45864 -1.28002 -1.66907 -1.5 1.1 0.8 0.1382
C 4.69761 0.07567 -1.31604 -1.4 -0.9 0.4 0.0512
N 1.88440 0.74918 1.88539 1.0 1.0 0.3 0.0150
H 1.03503 -2.56188 8.17456 0.0 -0.2 -0.2 -0.0001
H 0.90526 -2.53225 5.75382 -0.2 0.2 -0.4 0.0000
H 1.81947 1.65572 5.76170 -0.1 -0.1 0.1 0.0003
H 2.56509 1.45151 8.09270 -0.5 -0.2 -0.1 0.0000
H 3.57092 1.11675 4.69669 0.2 0.1 0.0 0.0030
H 4.64480 2.39242 2.54433 0.4 0.2 0.2 0.0004
H 1.41424 3.89493 0.84217 0.5 -0.3 0.0 -0.0010
H 0.35392 5.37856 -0.81533 0.0 -0.2 0.1 -0.0052
H 4.06699 5.19046 -2.82601 -0.1 -0.4 0.1 -0.0108
H 4.47660 2.91718 -1.94342 -0.3 0.1 0.7 0.0060
H 1.36690 -5.08692 -2.72427 0.5 -0.1 0.3 0.0012
H 2.39475 -7.36477 -2.57084 0.2 0.5 0.4 -0.0013
H 5.51062 -5.83083 -0.08327 -0.2 0.4 0.0 -0.0012
H 4.37007 -3.54773 -0.06486 0.1 -0.2 -0.2 0.0012
H 0.12554 -3.03016 -3.54364 -0.1 -0.8 -0.2 0.0000
H -2.25371 -2.68568 -2.46773 0.4 0.1 0.7 0.0013
H -2.77804 -2.86446 3.23475 0.6 0.6 0.4 0.0005
H -1.17175 -1.73707 5.16868 0.1 0.0 0.0 -0.0006
H -4.06911 -1.29938 2.10099 0.2 0.6 0.1 0.0001
H -6.47937 -1.44209 1.51838 0.8 -0.4 -0.8 -0.0004
H -5.63324 -4.53488 -1.34471 0.8 0.6 0.1 -0.0003
H -3.11267 -4.16064 -0.95596 -0.1 0.2 0.0 0.0006
H 5.04193 -1.96105 -2.23552 0.6 -0.3 -0.3 0.0060
H 5.59164 0.63482 -1.49565 0.3 0.1 0.0 -0.0004
S -1.43955 0.71985 -1.28597 -0.3 -0.4 0.0 0.0602
C -1.25543 -0.74407 -2.48414 -0.1 2.1 -0.2 -0.0048
N 0.05546 -0.94661 -3.10951 -1.0 -1.0 1.3 -0.0010
C 0.12692 -0.42123 -4.40740 0.8 0.8 -1.0 -0.0005
C 1.31570 -0.20503 -5.15900 -2.2 0.0 0.3 0.0004
C 1.22539 0.54323 -6.32418 0.0 0.3 -0.5 0.0006
C 0.02456 1.10500 -6.79410 0.2 -0.5 0.7 0.0005
C -1.10777 0.93186 -6.00649 0.3 -0.3 -0.2 0.0004
C -1.07379 0.14983 -4.85412 0.6 0.1 -0.3 0.0004
S -2.45601 -0.17499 -3.83340 0.4 -0.7 0.7 0.0037
H 2.21654 -0.64742 -4.82377 0.9 -0.1 0.3 -0.0001
H 2.12545 0.77499 -6.87216 0.2 -0.2 -0.1 0.0000
H -0.03653 1.65060 -7.74599 0.2 -0.2 0.7 0.0000
H -2.00876 1.41989 -6.29543 -0.7 0.1 -0.2 0.0000
C -6.59469 3.77369 -1.28536 0.2 -0.2 0.5 0.0002
C -6.32529 5.15117 -0.67965 0.5 1.9 -0.5 0.0008
O -6.79718 6.21338 -1.05646 0.2 -2.3 0.4 0.0003
S -5.19923 5.38561 0.79247 -0.8 0.1 0.1 0.0024
C -3.68940 4.56947 0.45802 0.8 -0.9 -1.1 0.0075
C -3.01549 4.80616 -0.77246 0.3 -0.3 1.1 -0.0015
C -1.79005 4.18962 -1.00827 -0.5 -0.2 0.6 0.0153
C -1.18381 3.30469 -0.08100 -1.1 1.0 -0.4 0.0313
C -1.92550 2.99317 1.07371 0.5 0.4 0.0 0.0161
C -3.13055 3.64702 1.35569 0.5 -0.2 -1.0 -0.0009
C 0.13477 2.69106 -0.31536 0.7 -1.5 -0.1 0.2949
C 0.13605 1.30038 -0.41071 -0.6 1.2 -1.1 -0.0747
H -6.80077 3.05066 -0.44388 0.2 0.7 -1.0 0.0000
H -5.74197 3.39693 -1.90626 -0.5 0.4 0.8 0.0000
H -7.45124 3.88649 -1.96175 0.1 -0.1 0.3 0.0000
H -3.40227 5.51622 -1.50029 -0.1 -0.2 0.2 0.0000
H -1.34207 4.37999 -1.95954 0.5 0.0 -0.4 -0.0002
H -1.53427 2.26967 1.80716 -0.1 0.4 -0.5 -0.0005
H -3.60817 3.34648 2.25829 -0.6 0.2 0.5 0.0000
```
Forces are in eV/Å.

Frontier orbital gap (spin up / spin down), eV: 4.9 / 5.0
⟨S²⟩: 4.211
Energy relative to the best compared isomer or geometry (same formula, charge and spin), kJ/mol: 512.0
E, eV: -158109.1248
LUMO energy (spin up / spin down), hartree: -0.0639 / -0.0783
2S+1: 4

---

Record 5
The following is a quantum chemistry calculation of 2 unconnected molecules or ions with the total composition C4H11INO, from the OMol25 dataset.

XYZ file:
```
18
Properties=species:S:1:pos:R:3:forces:R:3:mulliken_charge:R:1
I 0.24337 2.67438 -3.56336 0.0 0.1 0.0 -0.8938
C -0.67228 -1.81698 -0.21059 -0.9 -1.5 0.2 -1.4273
C -0.36771 -0.43551 -0.74793 -1.0 -0.4 0.9 0.8859
C 0.44088 0.36063 0.20618 1.5 1.1 1.8 -0.7664
O -0.11535 0.36435 1.52990 -0.3 -1.0 0.1 -0.3146
C 0.39068 1.25379 2.50373 -1.5 0.9 -1.1 -0.8351
N 0.31064 -0.61188 -1.97436 0.9 -0.5 -0.7 -0.6757
H 0.08670 -2.41813 0.29006 0.5 0.8 0.5 0.3188
H -0.86879 -2.52806 -1.01299 -0.3 0.3 -0.7 0.4421
H -1.59129 -1.88036 0.37207 0.1 0.3 0.4 0.3037
H -1.31259 0.09122 -0.88159 -0.4 0.1 0.1 0.1568
H 0.58620 1.40229 -0.08004 -0.2 0.1 -0.6 0.3912
H 1.43362 -0.07966 0.29951 0.3 -0.2 -0.3 0.2440
H 1.40154 1.64263 2.38099 0.5 -0.9 0.2 0.3384
H 0.07389 0.87203 3.47430 0.8 -0.2 0.1 0.2542
H -0.19204 2.16767 2.38820 -0.2 0.5 0.1 0.3078
H 0.37337 0.24993 -2.49728 0.0 0.3 -0.4 0.0537
H -0.22087 -1.30840 -2.47681 0.2 0.3 -0.5 0.2161
```
Forces are in eV/Å.

Frontier orbital gap, eV: 6.9
Net charge: -1
Energy relative to the best compared isomer or geometry (same formula, charge and spin), kJ/mol: 66.1
E, eV: -15966.2482
LUMO energy, hartree: 0.1211
2S+1: 1